No. 1
2 unconnected molecules or ions with the total composition CH3NO4 at a distorted geometry, computed with ωB97M-V/def2-TZVPD.

```
9
Properties=species:S:1:pos:R:3:forces:R:3:lowdin_charge:R:1
O -1.67973 -0.81198 -1.68833 0.1 -1.7 0.5 0.093
N -2.14907 0.14946 -2.21633 2.9 0.6 2.2 -0.497
O -2.81722 0.24483 -3.15791 -2.0 0.0 -2.1 0.158
O -1.75735 1.33644 -1.69416 -2.9 2.8 -3.2 0.104
H -1.13525 1.42668 -1.00181 1.4 -1.8 1.9 0.032
C 0.45234 -0.00268 0.51111 0.3 1.4 0.6 -0.053
O -0.39344 0.85482 0.36286 1.3 -0.5 1.4 -0.005
H 1.20685 -0.09086 1.33808 -1.0 0.5 0.2 0.103
H 0.66255 -0.70307 -0.24182 -0.1 -1.3 -1.5 0.064
```
Positions in Å, forces in eV/Å.

Its charge is 0. Its spin multiplicity is 1. The molecular weight is 93.038 g/mol. Its SMILES is O=[N+]([O-])O.C=O. The value obtained for the energy above the lowest of the compared OMol25 structures with the same formula, charge and spin is 3.0532 eV. The value obtained for the HOMO-LUMO gap is 0.4063 Ha. As for the total energy: -10760.4618 eV.

---

No. 2
8 unconnected molecules or ions with the total composition C32H49N5O6S3 at a distorted geometry, computed with ωB97M-V/def2-TZVPD.

```
95
Properties=species:S:1:pos:R:3:forces:R:3:lowdin_charge:R:1
O 3.63507 -1.87603 2.50351 -1.2 -2.2 -1.2 -0.370
S 3.15679 -3.05984 1.72956 0.3 0.8 -1.5 0.771
O 1.82080 -3.07782 1.06201 2.3 0.1 1.7 -0.363
C 4.47994 -3.48328 0.45325 -0.5 0.3 0.4 -0.214
C 5.32006 -4.54575 1.14663 -0.7 -0.1 0.5 -0.220
C 4.32439 -5.54376 1.84148 0.6 1.1 -0.7 -0.202
C 3.44630 -4.62725 2.68324 -0.6 0.4 0.2 -0.224
H 5.01255 -2.57215 0.18072 -0.1 0.1 0.4 0.091
H 4.04532 -3.85199 -0.47587 -0.5 -0.1 0.3 0.106
H 6.00365 -5.00874 0.43498 0.0 -0.1 0.2 0.115
H 5.85298 -4.05425 1.96058 0.5 -0.1 -0.1 0.111
H 4.86523 -6.23653 2.48619 -0.1 -0.1 -0.1 0.112
H 3.76767 -6.08067 1.07343 -0.1 -0.1 0.2 0.115
H 3.98233 -4.34641 3.58984 -0.1 0.2 0.0 0.100
H 2.46921 -5.02348 2.95963 0.0 0.0 -0.1 0.101
O 5.17592 0.44498 -1.71761 -1.9 -0.6 0.4 -0.348
S 3.79728 0.38464 -1.19237 -0.5 2.7 -0.1 0.736
O 3.07620 -0.84913 -0.92158 0.9 0.3 -0.4 -0.357
C 3.79059 1.50273 0.29671 0.0 -0.4 -1.0 -0.174
C 3.33666 2.91403 -0.21550 -0.2 0.0 0.7 -0.193
C 3.15022 2.97482 -1.72441 0.8 -0.2 -0.1 -0.252
C 2.69077 1.61097 -2.16466 1.1 -0.3 0.0 -0.204
H 4.80307 1.34193 0.66701 0.0 0.6 0.1 0.094
H 3.08748 1.07571 1.01184 0.0 0.0 -0.1 0.062
H 2.35475 3.09645 0.22118 0.0 0.0 0.2 0.098
H 3.96437 3.75773 0.07129 0.2 -0.3 0.4 0.113
H 4.07389 3.28053 -2.21582 0.2 -0.3 0.0 0.113
H 2.43409 3.73516 -2.03610 -0.3 -0.1 0.3 0.111
H 2.86937 1.54126 -3.23767 -0.4 -0.7 0.1 0.096
H 1.66329 1.49866 -1.81860 -0.1 -0.7 -0.3 0.092
O -1.62100 -3.02629 -1.44919 -1.7 -0.6 1.0 -0.361
S -2.80058 -3.51832 -0.71577 -0.4 0.3 -0.6 0.739
O -2.72735 -4.77997 0.01057 0.1 0.8 -0.5 -0.355
C -3.56170 -2.24158 0.43402 0.5 -1.4 -0.6 -0.203
C -4.82196 -1.77287 -0.23762 0.1 0.6 -0.3 -0.234
C -5.46654 -2.92573 -1.03341 0.3 -0.7 -0.1 -0.211
C -4.33636 -3.58351 -1.84531 1.3 1.2 0.2 -0.194
H -2.83301 -1.47195 0.68853 0.0 -0.1 0.0 0.089
H -3.90909 -2.85444 1.26578 0.7 0.0 0.3 0.098
H -5.40468 -1.34700 0.57919 -0.6 -0.1 -0.3 0.101
H -4.59467 -0.94405 -0.90806 -0.1 0.0 -0.2 0.121
H -6.21595 -2.54966 -1.72987 0.0 0.0 0.1 0.110
H -5.94287 -3.69631 -0.42726 0.0 0.2 0.4 0.112
H -4.11585 -2.89860 -2.66407 0.4 0.0 0.0 0.089
H -4.41670 -4.57151 -2.29864 -0.3 -0.1 0.6 0.098
C 1.83978 2.27423 3.73897 1.0 -0.2 0.3 -0.104
C 0.91009 3.15431 4.34451 -0.4 -0.2 1.0 -0.116
C 1.28632 3.34042 5.66468 0.3 -0.5 -1.2 -0.132
N 2.46655 2.63932 5.84363 -1.0 0.7 0.6 -0.011
C 2.81600 1.99644 4.68542 -0.3 0.4 0.3 -0.124
H 1.85634 1.87202 2.73679 -0.2 0.3 0.1 0.052
H -0.02881 3.53745 3.97296 0.2 0.0 -0.3 0.086
H 0.75096 3.90214 6.41585 0.4 -0.2 0.2 0.101
H 2.86672 2.52205 6.76353 0.2 -0.1 -0.4 0.143
H 3.77327 1.49642 4.68794 -0.3 -0.3 -0.4 0.108
C -4.41712 2.23412 1.56080 1.8 -0.8 1.1 -0.105
C -5.77776 2.29742 1.65642 -2.2 0.8 -2.0 -0.156
C -6.23370 1.21525 2.29920 -1.8 -1.1 1.7 -0.171
N -5.18833 0.51420 2.86177 -0.2 1.4 -1.7 0.039
C -4.07266 1.15256 2.34822 1.8 -0.8 0.3 -0.138
H -3.80757 2.90332 0.97171 0.3 -0.2 0.4 0.092
H -6.39187 2.94536 1.04859 -0.2 0.1 0.3 0.101
H -7.26169 0.91701 2.44302 0.1 0.0 0.2 0.106
H -5.29323 -0.40243 3.27272 0.5 0.4 0.0 0.146
H -3.09070 0.76905 2.58292 0.0 0.0 -0.1 0.091
C 0.08353 -1.68537 -3.92548 -0.3 -1.2 -0.2 -0.135
C 1.11786 -0.75197 -3.93892 0.2 2.0 -0.6 -0.104
C 0.89515 0.10875 -5.02360 -0.5 -1.2 -0.4 -0.126
N -0.20608 -0.38405 -5.72614 -0.1 -1.1 1.4 0.001
C -0.70332 -1.49436 -5.02372 0.4 0.7 -0.8 -0.122
H 0.00015 -2.51554 -3.23972 -0.2 0.2 0.1 0.086
H 1.85889 -0.65824 -3.15886 0.0 0.0 -0.2 0.062
H 1.35021 0.98897 -5.45317 0.4 -0.1 0.4 0.098
H -0.45949 -0.19191 -6.68476 0.1 0.3 0.4 0.136
H -1.52605 -2.09530 -5.38203 0.0 0.2 -0.1 0.101
C -1.22301 1.06159 0.02534 0.4 -0.5 1.2 -0.123
C -0.62217 1.05389 1.30512 1.5 0.4 0.9 -0.130
C 0.40634 0.10978 1.33940 -1.3 -0.9 -0.4 -0.124
N 0.27954 -0.63743 0.18219 -0.4 2.0 0.0 0.050
C -0.62873 0.01421 -0.62304 -0.4 -1.2 -1.2 -0.152
H -1.99625 1.77375 -0.22229 0.1 -0.4 -0.6 0.080
H -0.87310 1.70689 2.12794 0.2 0.2 0.0 0.078
H 1.14285 -0.21238 2.06062 -0.3 0.1 0.3 0.096
H 0.78655 -1.48792 -0.01710 0.1 0.2 -0.1 0.099
H -0.83170 -0.36674 -1.61303 0.0 -0.1 0.0 0.096
C -0.86998 3.35236 -3.08637 0.3 0.4 -0.5 -0.092
C -0.74824 3.75484 -1.71752 0.1 -0.4 -0.5 -0.123
C -1.74257 4.65214 -1.49616 -0.4 0.6 0.6 -0.154
N -2.43896 4.85813 -2.65842 0.0 0.4 0.5 0.004
C -1.87427 4.10156 -3.63499 -0.6 -0.1 -0.3 -0.152
H -0.30261 2.67301 -3.70521 0.2 -0.1 0.4 0.079
H -0.04239 3.44357 -0.96169 -0.1 -0.2 -0.2 0.083
H -2.00584 5.14095 -0.56979 -0.1 0.1 -0.2 0.109
H -3.21573 5.49339 -2.77319 0.3 -0.2 0.0 0.148
H -2.29546 4.17212 -4.62697 0.2 -0.3 0.0 0.107
```
Positions in Å, forces in eV/Å.

Its charge is 0. Its spin multiplicity is 1. The molecular weight is 695.974 g/mol. Its SMILES is O=S1(=O)CCCC1.O=S1(=O)CCCC1.O=S1(=O)CCCC1.c1cc[nH]c1.c1cc[nH]c1.c1cc[nH]c1.c1cc[nH]c1.c1cc[nH]c1. The value obtained for the energy above the lowest of the compared OMol25 structures with the same formula, charge and spin is 0.1522 eV. The value obtained for the HOMO-LUMO gap is 0.2989 Ha. As for the total energy: -86216.0187 eV.

---

No. 3
CH4N4O2 in the gas phase at a distorted geometry, computed with ωB97M-V/def2-TZVPD.

```
11
Properties=species:S:1:pos:R:3:forces:R:3:lowdin_charge:R:1
C -0.42124 0.68084 0.12273 -0.5 0.5 0.7 -0.176
N 0.68159 -0.26632 0.14236 0.2 0.3 -0.6 -0.092
N 0.02214 -1.35238 0.48076 -0.7 -0.3 0.8 0.140
N -1.45291 -0.27772 -0.34963 1.9 -1.1 -1.1 0.068
N -2.70902 -0.04924 -0.02530 -0.1 0.5 0.3 -0.510
O -2.96197 1.10855 0.28923 -0.4 0.6 0.2 0.035
O -3.49994 -0.95758 -0.11113 -0.4 -0.5 0.1 0.059
H -0.66033 1.00813 1.13955 0.1 0.1 -0.1 0.118
H -0.27852 1.54108 -0.53564 0.1 -0.1 0.1 0.120
H 1.29010 -0.25995 -0.67892 -0.4 -0.2 0.1 0.140
H 0.34005 -2.21588 0.03563 0.3 0.2 -0.4 0.098
```
Positions in Å, forces in eV/Å.

Its charge is 0. Its spin multiplicity is 1. The molecular weight is 104.069 g/mol. The value obtained for the energy above the lowest of the compared OMol25 structures with the same formula, charge and spin is 5.7481 eV. The value obtained for the HOMO-LUMO gap (spin up / spin down) is 0.2801 / 0.3124 Ha. As for the total energy: -11149.5267 eV.

---

- Look up the molecular weight of the third one.
  104.069 g/mol

---

- Which value of molecular weight does entry 3 give?
  104.069 g/mol

---

- Number 1 is which compound?
  CH3NO4